# 1
Formula: C43H58MnN3O3Si4Te
Source: the OMol25 dataset
Level of theory: ωB97M-V with the def2-TZVPD basis set

```
113
Properties=species:S:1:pos:R:3:forces:R:3:lowdin_spin:R:1
Mn -0.872 -1.029 0.493 -1.61 -0.42 0.22 4.57
O -0.860 -0.014 2.190 -0.41 0.05 -0.42 0.08
C -1.330 -0.437 3.393 -0.05 -0.31 0.25 0.01
C -2.030 -1.852 3.260 0.36 0.30 0.03 0.01
C -3.174 -1.771 2.303 0.63 -0.28 -0.66 0.01
C -4.457 -1.490 2.726 -0.81 -0.02 -0.12 0.00
C -5.493 -1.411 1.800 0.81 -0.16 -0.24 0.01
C -5.181 -1.643 0.464 -0.56 -0.11 0.51 0.00
C -3.880 -1.932 0.099 0.81 -0.25 0.20 0.01
C -3.540 -2.194 -1.338 0.30 0.14 -0.19 0.00
C -2.846 -0.936 -1.976 -0.12 -0.21 0.06 0.01
O -1.574 -0.773 -1.483 -0.16 0.16 0.85 0.05
C -2.649 -1.052 -3.479 0.00 -0.17 -0.23 0.00
C -2.274 0.107 -4.155 -0.04 -0.06 0.03 0.00
C -1.887 0.065 -5.478 -0.01 0.10 -0.07 0.00
C -1.856 -1.144 -6.157 0.02 -0.05 -0.12 0.00
C -2.240 -2.299 -5.500 0.05 -0.13 -0.26 0.00
C -2.629 -2.258 -4.171 -0.21 0.19 0.23 0.00
C -3.773 0.226 -1.644 0.01 0.12 -0.13 0.00
C -3.532 0.998 -0.519 0.53 -0.09 0.16 0.00
C -4.449 1.945 -0.107 -0.06 0.09 0.03 0.00
C -5.608 2.149 -0.836 -0.07 0.15 0.15 0.00
C -5.841 1.404 -1.978 -0.23 -0.02 -0.11 0.00
C -4.933 0.442 -2.379 0.08 -0.03 0.12 0.00
N -2.855 -1.967 0.994 -1.66 0.20 0.40 0.03
C -0.120 -0.534 4.329 0.08 0.15 0.14 0.00
C 0.832 -1.526 4.114 -0.19 -0.12 -0.05 0.00
C 1.980 -1.595 4.880 0.08 -0.11 0.02 0.00
C 2.221 -0.651 5.863 0.06 0.08 0.08 0.00
C 1.311 0.374 6.049 0.11 0.10 0.17 0.00
C 0.156 0.438 5.287 -0.12 -0.11 -0.05 0.00
C -2.377 0.516 3.967 0.03 0.08 -0.03 0.00
C -2.991 0.278 5.193 -0.01 0.06 -0.05 0.00
C -3.956 1.144 5.674 -0.07 -0.09 0.20 0.00
C -4.318 2.263 4.943 -0.18 0.13 0.03 0.00
C -3.705 2.512 3.729 -0.14 0.15 0.05 0.00
C -2.743 1.643 3.246 0.16 -0.08 -0.14 0.00
H -2.354 -2.201 4.241 -0.04 -0.04 -0.05 0.00
H -1.290 -2.555 2.858 -0.15 0.09 0.12 0.00
H -4.655 -1.343 3.778 0.06 0.03 0.06 0.00
H -6.505 -1.191 2.109 -0.05 0.04 0.02 0.00
H -5.959 -1.625 -0.290 0.09 0.05 -0.04 0.00
H -4.448 -2.428 -1.899 -0.03 -0.06 0.07 0.00
H -2.842 -3.035 -1.394 -0.11 0.07 -0.04 0.00
H -2.271 1.043 -3.616 0.03 0.09 0.04 0.00
H -1.606 0.979 -5.981 0.09 0.06 -0.04 0.00
H -1.528 -1.183 -7.188 -0.04 -0.01 -0.04 0.00
H -2.240 -3.246 -6.026 0.04 -0.04 -0.03 0.00
H -2.917 -3.174 -3.677 -0.03 -0.09 0.08 0.00
H -2.608 0.829 0.043 -0.37 0.18 -0.16 0.00
H -4.270 2.513 0.793 0.05 0.08 0.09 0.00
H -6.330 2.885 -0.512 -0.05 0.07 0.01 0.00
H -6.745 1.563 -2.550 -0.06 0.03 -0.06 0.00
H -5.124 -0.148 -3.265 -0.01 -0.06 -0.10 0.00
H 0.683 -2.248 3.324 0.03 -0.04 -0.06 0.00
H 2.691 -2.389 4.707 0.10 -0.07 -0.07 0.00
H 3.119 -0.703 6.464 0.05 0.00 0.02 0.00
H 1.500 1.135 6.797 0.01 0.03 0.00 0.00
H -0.531 1.260 5.441 -0.02 -0.02 0.00 0.00
H -2.710 -0.586 5.782 0.05 -0.04 0.03 0.00
H -4.430 0.945 6.627 -0.01 0.00 0.05 0.00
H -5.078 2.936 5.320 -0.01 0.03 0.02 0.00
H -3.977 3.392 3.159 0.00 0.01 -0.03 0.00
H -2.250 1.828 2.301 0.07 -0.06 0.00 0.00
C 4.390 3.084 -3.548 -0.35 -0.37 0.45 0.00
Si 2.849 2.377 -2.639 -0.35 0.63 -0.71 0.00
C 1.732 1.618 -3.996 0.32 0.07 0.58 0.00
C 1.934 3.913 -1.943 0.28 -0.60 -0.02 0.00
Si 3.359 0.796 -0.948 -0.18 0.01 0.07 0.04
Te 1.407 -0.647 -0.302 3.87 0.89 -1.07 0.07
Si 4.937 -0.740 -1.833 0.54 -0.96 -0.39 0.01
C 5.164 -2.206 -0.619 -0.30 0.57 -0.24 0.00
C 4.259 -1.445 -3.485 -0.01 0.35 0.58 0.00
C 6.725 -0.153 -2.250 -0.69 0.14 0.23 0.00
Si 4.235 1.922 0.932 0.22 0.38 0.92 0.00
C 4.768 0.660 2.268 -0.23 0.25 -0.57 0.00
C 5.765 3.031 0.572 -0.54 -0.43 -0.10 0.00
C 2.910 3.038 1.744 0.29 -0.42 -0.41 0.00
H 4.123 3.826 -4.297 -0.22 0.11 -0.10 0.00
H 4.938 2.294 -4.050 0.15 -0.23 -0.13 0.00
H 5.068 3.556 -2.846 0.19 0.11 0.20 0.00
H 1.324 2.353 -4.684 0.04 0.29 -0.04 0.00
H 0.899 1.099 -3.533 -0.20 -0.17 0.14 0.00
H 2.283 0.888 -4.579 0.15 -0.21 -0.12 0.00
H 1.561 4.577 -2.719 0.02 -0.01 -0.27 0.00
H 2.592 4.493 -1.303 0.16 0.10 0.16 0.00
H 1.087 3.596 -1.345 -0.22 -0.08 0.18 0.00
H 4.188 -2.484 -0.235 -0.22 -0.09 0.11 0.00
H 5.772 -1.907 0.229 0.15 0.12 0.21 0.00
H 5.620 -3.088 -1.060 0.12 -0.05 -0.28 0.00
H 3.190 -1.601 -3.385 -0.30 -0.07 0.00 0.00
H 4.710 -2.388 -3.782 0.21 -0.15 0.11 0.00
H 4.413 -0.738 -4.294 0.03 0.22 -0.18 0.00
H 7.239 0.191 -1.359 0.13 0.10 0.24 0.00
H 6.705 0.672 -2.954 0.01 0.23 -0.17 0.00
H 7.325 -0.946 -2.691 -0.08 -0.24 -0.04 0.00
H 5.600 0.056 1.924 0.22 -0.17 -0.11 0.00
H 3.936 -0.007 2.468 -0.23 -0.20 0.04 0.00
H 5.055 1.121 3.209 0.04 0.27 0.11 0.00
H 6.548 2.456 0.090 0.22 -0.16 -0.14 0.00
H 6.182 3.465 1.477 -0.04 0.01 0.26 0.00
H 5.502 3.846 -0.093 -0.08 0.21 -0.19 0.00
H 2.022 2.445 1.938 -0.25 -0.17 0.03 0.00
H 2.624 3.852 1.087 -0.07 0.18 -0.19 0.00
H 3.228 3.471 2.690 0.25 -0.01 0.14 0.00
N 0.263 -5.084 -1.130 0.06 -0.31 -0.06 0.00
C -0.078 -3.760 -0.917 0.26 -0.37 -0.46 0.00
N -0.293 -3.025 -2.009 -0.48 0.23 -0.07 0.00
O -0.173 -3.328 0.233 -0.40 0.38 0.49 0.03
H 0.647 -5.319 -2.033 0.02 0.04 0.15 0.00
H 0.694 -5.551 -0.348 -0.04 0.17 -0.04 0.00
H -0.320 -3.449 -2.919 0.07 -0.05 0.02 0.00
H -0.758 -2.076 -1.873 0.37 -0.30 -0.26 0.00
```
Positions in Å, forces in eV/Å.

The energy is -126277.775 eV. As for the expectation value of S²: 8.758. The value obtained for the strongest force on any atom is 4.11 eV Å⁻¹. The calculation puts the LUMO energy (alpha / beta) at 2.4 / 2.4 eV. As for the frontier orbital gap (alpha / beta): 6.07 / 6.28 eV. As for the spin multiplicity: 6. As for the net charge: -1. The calculation puts the HOMO energy (alpha / beta) at -0.1359 / -0.1435 Eh.


# 2
Formula: C26H75N3O17
Source: the OMol25 dataset
Level of theory: ωB97M-V with the def2-TZVPD basis set

```
121
Properties=species:S:1:pos:R:3:forces:R:3:mulliken_charge:R:1
C 4.117 1.408 -0.079 0.89 -0.17 0.10 -0.12
O 5.122 2.378 -0.329 0.01 -1.04 -0.09 -0.43
C 4.506 3.596 -0.225 -0.14 1.98 0.30 -0.68
C 5.450 4.702 -0.727 -0.65 -0.05 1.34 0.40
C 6.748 4.671 0.092 -0.49 0.44 -0.35 -1.38
N 4.659 5.984 -0.683 1.26 -0.18 -0.02 -0.67
H 4.658 0.451 0.024 -0.61 0.27 0.14 0.27
H 3.464 1.387 -0.959 -0.31 -0.27 0.41 0.10
H 3.590 1.736 0.857 0.09 -0.71 -0.67 0.11
H 3.612 3.685 -0.853 -0.22 -0.29 0.04 0.33
H 4.183 3.724 0.854 0.26 0.39 -0.80 0.28
H 5.680 4.409 -1.755 -0.07 0.47 -0.07 0.21
H 7.422 5.441 -0.231 0.23 0.83 0.11 0.41
H 7.311 3.791 -0.067 0.32 -1.32 -0.48 0.39
H 6.598 4.677 1.163 -0.30 0.50 0.33 0.28
H 4.223 6.105 0.236 0.26 -0.22 -0.30 0.25
H 5.305 6.787 -0.782 -0.54 -0.68 -0.01 0.27
C -0.668 -5.847 2.545 0.40 1.02 -0.21 -0.60
O -0.269 -5.697 1.203 0.02 -0.66 -1.12 -0.45
C 0.277 -4.440 0.839 1.27 -0.73 1.59 0.26
C 1.055 -4.414 -0.480 0.05 1.46 0.26 0.48
C 2.293 -5.292 -0.545 -0.63 -1.47 0.45 -1.60
N 1.393 -2.942 -0.611 -0.63 -0.69 1.24 -0.36
H -0.770 -6.896 2.788 -0.07 -0.23 -0.21 0.35
H -1.610 -5.319 2.761 0.14 -0.07 -0.05 0.21
H 0.132 -5.421 3.151 -0.03 0.04 0.53 0.20
H -0.492 -3.691 0.882 -0.47 0.55 -0.31 0.01
H 1.033 -4.164 1.623 -0.48 -0.02 -0.32 -0.05
H 0.377 -4.636 -1.296 -0.10 -0.11 -0.27 0.20
H 2.919 -5.064 -1.387 0.12 0.32 -0.65 0.49
H 2.001 -6.381 -0.667 0.37 1.14 0.44 0.34
H 2.933 -5.156 0.335 -0.27 -0.18 0.06 0.26
H 1.887 -2.598 0.218 -0.30 -0.29 -0.06 0.03
H 2.030 -2.785 -1.352 0.50 0.08 -1.13 0.24
C -2.895 1.448 -3.949 0.20 -0.99 1.68 -0.75
O -2.141 2.336 -4.646 0.70 1.53 -2.23 -0.32
C -2.591 2.407 -6.027 -0.02 -0.96 0.77 -0.92
C -2.171 3.679 -6.727 -0.39 -0.03 1.32 0.75
C -2.687 4.852 -5.891 -0.82 1.37 0.04 -1.57
N -2.856 3.719 -7.999 -0.03 0.17 -1.10 -0.71
H -2.730 1.712 -2.901 -0.20 -0.46 0.14 0.19
H -2.586 0.409 -4.127 -0.06 -0.06 0.04 0.17
H -3.938 1.530 -4.177 -0.84 0.07 -0.07 0.52
H -2.165 1.527 -6.549 -0.44 0.21 0.03 0.22
H -3.704 2.349 -5.975 0.69 0.04 -0.47 0.45
H -1.088 3.674 -6.836 0.18 0.26 0.22 0.32
H -2.622 4.788 -4.813 0.63 -0.59 0.20 0.33
H -3.795 5.022 -6.002 0.92 -0.39 -0.49 0.42
H -2.196 5.808 -6.139 -0.12 -0.32 -0.19 0.36
H -2.320 3.360 -8.799 -0.19 0.19 0.69 0.24
H -3.049 4.697 -8.173 -0.15 -0.07 -0.44 0.25
O 1.584 -0.334 1.657 1.32 2.15 0.73 -0.61
C 0.407 0.532 1.796 -0.30 -1.44 -0.38 0.57
C 0.067 1.313 0.548 0.66 -0.45 -1.21 -0.91
O -0.113 0.419 -0.589 1.28 -0.30 1.25 0.12
H 2.394 0.200 1.964 -1.72 -1.20 -0.68 0.16
H -0.405 -0.168 1.981 -0.17 -0.26 -0.30 -0.72
H 0.388 1.100 2.703 0.64 0.79 0.46 0.74
H 0.877 2.037 0.259 -0.80 -0.26 0.52 0.12
H -0.914 1.780 0.684 0.37 0.32 0.07 0.43
H 0.747 -0.084 -0.696 -1.21 0.64 0.07 -0.01
O -5.571 1.034 3.307 0.97 0.52 0.12 -0.52
C -5.309 2.406 2.943 -1.28 0.94 0.34 -0.43
C -4.456 2.650 1.674 -1.56 -0.65 0.47 -0.27
O -3.108 2.325 1.895 0.16 -0.15 -0.74 -0.51
H -4.813 0.671 3.823 -0.51 0.48 -0.85 0.30
H -6.319 2.828 2.689 0.67 -0.40 0.24 0.31
H -4.976 3.014 3.834 0.11 -0.69 -0.86 0.25
H -4.600 3.709 1.345 0.52 -0.73 0.41 0.41
H -4.972 2.016 0.892 0.82 0.48 0.41 0.21
H -3.052 1.350 1.910 0.06 0.70 0.40 -0.01
O -1.012 -1.135 5.180 0.03 -0.28 -0.18 -0.60
C -1.738 -2.151 5.842 -0.85 -0.22 0.79 -0.02
C -0.933 -3.356 6.231 1.80 0.26 0.47 -0.41
O 0.151 -3.006 7.151 -1.21 -0.48 0.02 -0.52
H -0.412 -1.569 4.539 0.08 0.16 0.10 0.23
H -2.214 -1.720 6.769 0.46 -0.17 -0.98 0.34
H -2.533 -2.558 5.207 -0.29 0.27 -0.10 0.17
H -0.411 -3.790 5.382 -0.04 0.13 -0.40 -0.06
H -1.545 -4.165 6.620 -0.32 0.08 0.29 0.51
H -0.255 -3.020 8.032 0.37 0.14 -0.21 0.31
O 0.550 -2.545 -3.540 0.21 0.20 -0.17 -0.44
C -0.902 -2.574 -3.510 0.99 -0.81 -0.63 -0.99
C -1.448 -1.651 -2.477 1.25 -1.12 0.79 1.09
O -1.311 -2.210 -1.146 -2.31 0.62 -1.32 -0.13
H 0.922 -2.828 -4.395 -0.66 0.04 0.47 0.24
H -1.271 -2.266 -4.490 -0.17 -0.14 -0.04 0.53
H -1.201 -3.590 -3.253 -0.20 -0.12 -0.29 0.31
H -2.498 -1.652 -2.684 -0.76 0.63 0.17 0.46
H -0.938 -0.703 -2.666 -0.47 0.27 0.74 -0.72
H -0.424 -2.263 -0.835 2.03 0.09 0.08 -0.21
O 3.504 -0.388 4.544 0.71 0.72 -0.26 -0.49
C 2.539 -1.084 5.319 0.34 -0.63 0.55 -0.45
C 2.170 -2.382 4.622 -0.61 -1.12 0.45 -0.46
O 1.253 -2.283 3.571 -1.93 -0.07 0.07 -0.05
H 4.423 -0.500 4.863 -1.09 -0.12 -0.06 0.30
H 2.938 -1.334 6.310 0.05 -0.02 -0.11 0.41
H 1.666 -0.438 5.528 0.30 -0.29 -0.50 0.09
H 1.714 -3.125 5.320 0.38 0.82 -0.18 0.33
H 2.997 -2.901 4.162 1.14 0.14 0.46 0.39
H 1.500 -1.669 2.876 0.44 0.60 -0.35 0.13
O 1.992 -0.262 -2.580 -0.37 1.01 -0.05 -0.55
C 1.278 0.920 -3.010 -0.52 -0.14 0.73 0.38
C 1.302 1.027 -4.519 0.36 -0.88 -1.47 -0.46
O 0.729 2.230 -4.993 0.48 -0.29 0.47 -0.50
H 1.562 -0.960 -3.078 -0.17 -0.86 0.06 0.25
H 0.219 0.912 -2.546 1.62 0.25 -1.09 -0.18
H 1.817 1.778 -2.582 -0.22 -0.12 -0.10 0.31
H 0.754 0.179 -5.032 0.37 0.33 0.80 0.16
H 2.337 0.944 -4.912 -0.45 0.24 0.43 0.35
H -0.110 2.196 -4.532 -1.01 0.80 -0.23 0.25
O -2.952 -0.120 3.281 -0.39 0.51 0.20 -0.32
C -2.960 -1.199 2.377 -0.64 -0.96 -0.24 0.47
C -3.351 -0.735 0.925 0.68 0.10 2.09 -0.70
O -3.728 -1.820 0.173 0.29 -1.22 -0.84 -0.70
H -2.429 -0.386 4.047 0.36 0.16 0.15 0.29
H -1.931 -1.636 2.470 -0.90 -0.29 -0.71 -0.29
H -3.768 -1.941 2.633 0.90 0.34 0.04 0.32
H -2.427 -0.332 0.521 -0.16 0.93 -0.44 0.59
H -4.223 -0.053 1.029 0.73 -0.14 -0.21 0.10
H -2.882 -2.189 -0.173 -0.62 0.09 -0.10 0.42
```
Positions in Å, forces in eV/Å.

The energy is -67450.436 eV. The value obtained for the strongest force on any atom is 2.79 eV Å⁻¹. As for the SMILES: COC[C@H](C)N.COC[C@H](C)N.COC[C@H](C)N.OCCO.OCCO.OCCO.OCCO.OCCO.OCCO.OCCO. The calculation puts the LUMO energy at 0.4 eV. As for the frontier orbital gap: 9.61 eV. The calculation puts the HOMO energy at -0.3388 Eh.


# 3
Formula: C22H18F4N
Source: the OMol25 dataset
Level of theory: ωB97M-V with the def2-TZVPD basis set

```
45
Properties=species:S:1:pos:R:3:forces:R:3:mulliken_charge:R:1
F 3.382 -1.060 3.616 -0.11 0.81 -1.65 -0.27
C 3.445 -0.224 2.521 0.07 -0.53 1.07 0.20
C 4.702 -0.011 1.953 -0.54 0.47 -0.34 -0.59
C 4.749 0.903 0.897 1.02 -0.05 -0.65 0.32
F 5.937 1.071 0.221 -1.42 -0.21 0.88 -0.28
C 3.660 1.651 0.503 -0.37 0.40 0.40 -0.69
C 2.411 1.516 1.187 1.05 -1.47 -0.39 1.15
C 1.435 2.520 0.944 0.48 0.71 0.33 -0.47
C 0.178 2.702 1.579 -1.70 0.45 0.63 0.63
C -0.710 3.646 0.974 0.60 -0.21 -0.03 -1.08
C -1.979 3.835 1.476 -0.83 0.72 -0.19 0.43
F -2.820 4.723 0.839 1.06 -1.11 0.74 -0.32
C -2.455 3.173 2.610 0.60 -0.03 -0.40 -0.76
C -1.564 2.292 3.224 -0.19 -0.40 1.04 0.30
F -1.990 1.648 4.365 0.60 0.79 -1.41 -0.30
C -0.270 2.063 2.776 -0.04 -0.11 -0.57 -1.01
C 2.287 0.408 2.087 0.01 0.47 -0.07 -0.68
H 5.589 -0.531 2.295 -0.11 0.01 -0.01 0.49
H 3.736 2.360 -0.321 0.20 -0.09 0.37 0.46
H 1.805 3.398 0.411 -0.22 -0.54 0.18 0.21
H -0.383 4.158 0.067 -0.16 -0.08 0.39 0.85
H -3.453 3.350 2.997 0.15 -0.07 -0.04 0.52
H 0.393 1.420 3.346 -0.35 0.26 0.02 0.83
H 1.319 0.060 2.435 0.38 0.16 0.16 0.88
C 2.545 4.403 -1.955 0.56 -0.49 0.45 -1.37
C 2.017 3.006 -2.219 -0.50 -0.46 0.09 0.82
C 2.665 2.263 -3.353 0.00 0.33 -0.47 -1.68
N 1.030 2.551 -1.526 -0.12 2.16 -0.26 0.38
C -0.037 1.780 -1.988 -0.56 -1.88 -0.74 0.20
C -1.358 2.214 -1.736 0.70 0.18 0.45 -0.14
C -2.456 1.429 -2.052 0.15 -0.24 -0.46 -0.78
C -2.273 0.238 -2.765 0.26 0.04 0.19 -0.50
C -0.977 -0.168 -3.106 -0.16 0.14 0.01 -0.71
C 0.132 0.578 -2.706 -0.10 0.26 0.28 -0.38
H 3.582 4.484 -2.296 -0.17 0.17 0.18 0.46
H 1.946 5.130 -2.526 0.05 -0.38 0.11 0.36
H 2.486 4.685 -0.898 -0.05 0.09 -0.19 0.30
H 3.520 2.847 -3.713 -0.22 -0.29 -0.09 0.44
H 3.024 1.278 -3.016 -0.18 0.36 -0.14 0.36
H 1.956 2.124 -4.183 0.21 -0.11 0.18 0.42
H -1.507 3.185 -1.265 -0.04 -0.37 -0.20 0.51
H -3.452 1.764 -1.762 0.22 -0.08 -0.21 0.42
H -3.131 -0.372 -3.047 0.25 0.17 0.06 0.39
H -0.826 -1.070 -3.698 -0.06 0.19 0.21 0.39
H 1.146 0.252 -2.942 -0.44 -0.11 0.08 0.31
```
Positions in Å, forces in eV/Å.

The energy is -35456.915 eV. The value obtained for the strongest force on any atom is 2.18 eV Å⁻¹. The calculation puts the LUMO energy at -6.1 eV. As for the frontier orbital gap: 5.62 eV. As for the net charge: +1. The calculation puts the HOMO energy at -0.4306 Eh.


# 4
Formula: C5H11NO
Source: the OMol25 dataset
Level of theory: ωB97M-V with the def2-TZVPD basis set

```
18
Properties=species:S:1:pos:R:3:forces:R:3:mulliken_charge:R:1
C -2.041 1.528 1.868 -1.72 3.22 2.35 -0.89
C -0.810 1.364 1.491 1.47 -0.41 0.19 -0.20
C -0.463 0.534 0.344 2.39 2.43 1.09 0.08
C 0.822 0.745 -0.073 -1.40 -0.63 2.16 -0.20
N 1.336 -0.113 -1.002 1.17 0.66 -2.35 -0.16
C 0.494 -0.219 -2.221 3.07 -0.85 -2.14 -0.95
H -2.297 2.317 2.614 0.64 -0.90 0.06 0.23
H -2.952 1.338 1.386 -0.74 -1.24 -1.22 0.32
H 0.030 1.810 2.127 -1.20 -0.57 -1.15 0.13
H -1.221 -0.088 -0.084 -0.02 -0.31 -0.31 0.28
H 1.497 1.473 0.522 -1.09 -1.46 -1.22 0.17
H 2.319 0.089 -1.171 -0.39 -0.26 -0.44 0.24
H 0.378 0.654 -2.862 -0.77 0.91 1.03 0.36
H 0.973 -0.800 -3.071 0.20 -0.21 1.52 0.30
H -0.361 -0.783 -2.026 -1.71 -0.28 0.33 0.31
O 0.480 -2.971 0.073 0.27 0.24 -4.35 -0.65
H 0.341 -2.965 0.972 -0.84 0.69 2.89 0.30
H 0.089 -2.203 -0.421 0.66 -1.03 1.57 0.33
```
Positions in Å, forces in eV/Å.

The energy is -8898.197 eV. The value obtained for the strongest force on any atom is 4.36 eV Å⁻¹. As for the SMILES: C=C/C=C/NC.O. The calculation puts the LUMO energy at 0.8 eV. As for the frontier orbital gap: 8.58 eV. The calculation puts the HOMO energy at -0.2848 Eh.


Looking at molecular weight for the records above, in order, we have 959.84; 701.89; 372.38; 101.15 g/mol.
Looking at energy above the lowest of the compared OMol25 structures with the same formula, charge and spin for the records above, in order, we have 33.0; 14.7; 33.7; 80.7 kcal per mole.